{"formula": "C34H75ClN6O16P", "method": "ωB97M-V with the def2-TZVPD basis set", "elements": ["Cl", "O", "O", "O", "O", "O", "P", "N", "C", "C", "N", "C", "C", "N", "C", "C", "H", "H", "H", "H", "H", "H", "H", "H", "H", "H", "H", "H", "H", "H", "H", "H", "H", "H", "O", "C", "O", "C", "C", "C", "H", "H", "H", "H", "H", "H", "O", "C", "O", "C", "C", "C", "H", "H", "H", "H", "H", "H", "O", "C", "O", "C", "C", "C", "H", "H", "H", "H", "H", "H", "O", "C", "O", "C", "C", "C", "H", "H", "H", "H", "H", "H", "C", "C", "C", "O", "C", "N", "H", "H", "H", "H", "H", "H", "H", "H", "H", "H", "H", "C", "C", "C", "O", "C", "N", "H", "H", "H", "H", "H", "H", "H", "H", "H", "H", "H", "C", "C", "C", "O", "C", "N", "H", "H", "H", "H", "H", "H", "H", "H", "H", "H", "H"], "xyz": [[0.464, 0.899, -1.072], [-0.788, 1.461, -1.286], [0.452, -0.186, -0.054], [0.968, 0.293, -2.305], [1.482, 1.898, -0.804], [-7.125, 0.378, 0.885], [-5.896, 0.137, 1.651], [-4.592, 1.292, 1.316], [-3.802, 1.131, 0.091], [-4.697, 2.659, 1.758], [-5.107, -1.378, 1.211], [-3.771, -1.879, 1.668], [-5.842, -2.337, 0.361], [-6.112, 0.039, 3.383], [-7.225, -0.722, 3.893], [-4.868, -0.126, 4.167], [-2.799, 1.490, 0.320], [-4.227, 1.783, -0.672], [-3.646, 0.123, -0.294], [-5.501, 3.142, 1.203], [-3.843, 3.246, 1.420], [-4.907, 2.699, 2.827], [-3.366, -1.342, 2.526], [-3.879, -2.936, 1.912], [-3.090, -1.934, 0.819], [-6.370, -1.787, -0.418], [-5.199, -3.061, -0.139], [-6.613, -2.878, 0.909], [-8.194, -0.383, 3.524], [-7.170, -1.793, 3.696], [-7.190, -0.647, 4.980], [-4.018, 0.384, 3.714], [-4.616, -1.186, 4.203], [-5.035, 0.336, 5.140], [-1.656, -1.161, 4.443], [-1.341, 0.019, 4.199], [-0.969, 0.863, 5.102], [-0.376, 2.057, 4.547], [-0.896, 2.131, 3.081], [-1.193, 0.634, 2.812], [0.714, 2.026, 4.535], [-0.680, 2.949, 5.096], [-0.142, 2.508, 2.390], [-1.801, 2.737, 3.079], [-0.287, 0.143, 2.454], [-1.998, 0.404, 2.114], [-0.518, -1.075, -5.038], [-1.541, -1.214, -4.307], [-2.718, -0.632, -4.648], [-3.759, -1.105, -3.737], [-3.040, -2.219, -2.954], [-1.645, -1.879, -2.956], [-4.632, -1.515, -4.243], [-3.982, -0.325, -3.009], [-3.183, -3.056, -3.638], [-3.440, -2.371, -1.951], [-0.867, -2.642, -2.943], [-1.264, -1.232, -2.166], [2.147, -5.731, 1.740], [1.286, -4.892, 1.821], [1.236, -4.119, 2.952], [0.132, -3.234, 2.937], [-0.568, -3.398, 1.540], [0.272, -4.407, 0.766], [0.548, -2.241, 3.105], [-0.458, -3.615, 3.771], [-0.627, -2.482, 0.953], [-1.513, -3.912, 1.716], [0.819, -3.837, 0.014], [-0.225, -5.242, 0.273], [-4.279, 4.487, -1.641], [-3.582, 5.066, -0.770], [-3.898, 6.281, -0.262], [-2.954, 6.641, 0.715], [-2.019, 5.425, 0.990], [-2.196, 4.565, -0.262], [-3.562, 6.928, 1.573], [-2.343, 7.492, 0.414], [-2.423, 4.832, 1.810], [-0.965, 5.670, 1.124], [-2.157, 3.495, -0.057], [-1.416, 4.821, -0.980], [4.201, -2.020, 1.225], [4.472, -2.260, -0.288], [3.539, -3.281, -0.992], [3.675, -4.607, -0.606], [4.978, -5.180, -0.633], [4.283, -0.960, -0.929], [4.990, -1.450, 1.716], [4.207, -2.929, 1.827], [3.209, -1.584, 1.336], [5.522, -2.523, -0.424], [3.711, -3.384, -2.063], [2.490, -2.996, -0.918], [4.874, -6.162, -0.171], [5.647, -4.756, 0.116], [5.458, -5.263, -1.608], [4.609, -0.331, -0.209], [3.297, -0.756, -1.002], [4.541, 4.203, 0.126], [5.103, 2.854, -0.006], [5.104, 1.957, 1.280], [5.794, 0.756, 0.998], [7.216, 0.986, 1.109], [4.552, 2.165, -1.164], [3.460, 4.128, 0.238], [4.722, 4.856, -0.728], [4.923, 4.729, 1.001], [6.166, 3.024, -0.177], [4.093, 1.663, 1.559], [5.492, 2.432, 2.181], [7.656, 1.462, 0.232], [7.659, -0.010, 1.112], [7.439, 1.558, 2.009], [4.968, 1.244, -1.175], [3.569, 2.085, -0.947], [4.133, 1.618, -4.537], [3.203, 0.730, -5.388], [3.287, -0.667, -4.768], [2.178, -1.360, -5.321], [2.067, -2.716, -4.759], [1.853, 1.276, -5.192], [4.267, 2.693, -4.658], [5.109, 1.149, -4.667], [4.021, 1.374, -3.481], [3.428, 0.681, -6.453], [3.202, -0.648, -3.681], [4.267, -1.128, -4.887], [1.766, -2.886, -3.726], [2.870, -3.442, -4.889], [1.295, -3.232, -5.329], [1.673, 1.167, -4.204], [1.842, 2.283, -5.124]], "forces_ev_per_a": [[5.1948, -3.1372, -1.7335], [-2.8114, 1.1863, 0.4138], [-0.5075, 1.6754, -0.3123], [-1.0823, -0.4168, 0.3411], [-0.8131, 0.6126, 1.7190], [-0.3238, -0.3300, 0.3637], [3.0794, -0.9773, 0.1101], [-0.9662, -2.9111, 1.2858], [0.1088, 0.6707, 0.2080], [-0.9438, 0.0799, -0.7146], [-0.2753, 0.7581, 0.2763], [-1.3543, -0.0194, -0.6158], [-0.3730, 0.9736, 0.0496], [1.2485, 1.4212, -2.1359], [-0.1636, -0.2144, 0.2503], [-0.7022, 0.0530, -0.4594], [0.1359, 0.0938, -0.1493], [0.1048, -0.1156, -0.4246], [-0.5656, -0.0466, 0.3233], [-0.5030, 0.2869, 0.1935], [0.4459, -0.3246, 0.6002], [0.2380, 0.2663, -0.0026], [0.0496, -0.1024, -0.3916], [-0.1634, -0.0586, 0.5630], [0.3574, 0.6031, -0.0501], [-0.0082, 0.0157, -0.0722], [0.3281, 0.1368, 0.2000], [0.0451, -0.2301, 0.2030], [0.1866, 0.2423, -0.0390], [0.2257, -0.3199, -0.2897], [-0.2414, 0.2147, 0.0937], [-0.2525, 0.1066, -0.2004], [0.1305, -0.0372, 0.5882], [0.0953, -0.3787, 0.2261], [0.4373, 2.8772, -0.2975], [-1.1655, -3.6196, -1.8366], [0.9811, 1.5912, 2.1003], [-0.3234, 0.6136, -1.3831], [-0.0944, -1.0330, 0.5869], [0.3485, 0.2843, 0.4536], [-0.0014, -0.5185, 0.3716], [-0.1155, -0.3964, 0.3580], [-0.1733, 0.1833, 0.0749], [-0.0148, -0.0234, -0.3281], [0.0679, 0.0185, -0.4869], [0.0304, 0.0390, 0.2210], [-4.4213, -0.9155, 2.8349], [4.7533, 1.9620, -2.7883], [-0.9792, -0.7711, 0.2202], [1.4136, 0.1775, 1.1662], [-2.4730, -1.0848, -0.1152], [3.0369, 0.6858, -0.7641], [0.1416, 0.5272, -0.2407], [-0.4131, 0.4254, -0.4984], [-0.0494, -0.7733, 0.6371], [-0.3775, -0.2844, -0.2185], [-0.4616, -0.5871, -0.0876], [-0.4334, 0.6293, -0.0785], [-1.0077, 0.1360, -0.2053], [1.5294, -0.0756, 0.0452], [0.3635, -0.8759, -1.1686], [-0.1128, -0.1697, -0.5345], [-0.2748, -0.8106, 0.5789], [1.1258, 0.3470, 0.8488], [-0.4480, 0.0550, 0.1266], [-0.5110, 0.8434, -0.1037], [-0.4230, 0.0749, 0.4346], [-0.4276, 0.7584, -0.0636], [0.3367, -0.4587, -0.0947], [-0.0828, 0.1331, 0.2223], [2.0666, 2.2098, 3.2932], [-1.1446, -2.6278, -3.8330], [0.0876, -1.1750, -0.7949], [0.9686, 0.1618, 1.3646], [-0.7156, -0.2961, -0.3420], [-0.8759, 1.0369, 0.2976], [0.3719, 0.0795, 0.2413], [-0.2641, 0.1471, -0.3410], [0.3156, 0.2921, 0.3886], [-0.2596, 0.2075, 0.3738], [-0.1494, 0.1575, -0.3523], [-0.2707, -0.1737, -0.3601], [0.0421, -1.6854, 0.0116], [-0.8575, 0.3550, 0.3804], [1.1314, 0.2006, -0.7017], [0.2986, -1.4440, 1.2500], [-0.6363, -0.2939, 1.2989], [0.3890, -0.0109, -0.2602], [-0.2009, 0.5739, -0.4605], [-0.2475, -0.4921, -0.1677], [0.0791, 0.3074, 0.0972], [-0.0075, -0.2852, -0.0841], [0.4048, 1.3061, -0.4842], [-0.0486, 0.0608, 0.4566], [-0.3809, -0.3561, -0.5890], [0.2270, 0.8423, -0.2961], [-0.1558, 0.2641, -0.2127], [0.1470, 0.4537, -0.2596], [-0.4739, -0.0056, -0.1868], [-1.2647, 1.2599, 0.6813], [1.7244, -1.0789, 0.2627], [-1.2152, 0.3868, -0.7644], [1.4549, 0.8120, 0.5726], [-0.5773, -1.1209, -0.5421], [0.4213, 0.6693, 0.8443], [-0.2562, 0.1567, 0.0474], [0.1230, -0.3137, -0.1794], [0.0650, -0.0289, 0.1758], [0.3489, -0.1781, -0.2948], [-0.3162, -0.0582, -0.2773], [0.4545, 0.3125, -0.0302], [-0.2657, 0.3939, -0.0657], [0.1073, 0.0262, 0.4261], [0.1209, -0.1088, 0.0569], [-0.2234, -0.2393, -0.3857], [-0.4989, -0.4734, -0.5013], [1.9075, -1.7497, -0.1234], [-0.1735, 1.7940, 1.7731], [-1.0665, 0.4315, -0.1596], [1.1540, -3.0769, 1.3153], [-0.9986, -0.0076, -1.3533], [-0.8422, -0.1956, 0.2180], [-0.5726, -0.1038, -0.4226], [0.8230, 0.3779, -0.2504], [-0.7561, 0.4633, 0.0336], [0.1846, 0.1134, 0.0043], [-0.3839, 0.4374, 0.2751], [0.1804, -0.3055, -0.8121], [-0.0114, 1.1902, 0.4111], [1.1461, 0.7338, -0.2955], [-0.3969, 0.4784, -0.1628], [-0.5783, -1.1148, 0.4527], [0.6358, 0.5649, -1.0623]], "lowdin_charge": [0.641, -0.318, -0.392, -0.369, -0.379, -0.294, 0.659, -0.296, -0.102, -0.115, -0.286, -0.103, -0.126, -0.309, -0.140, -0.122, 0.045, 0.089, 0.071, 0.088, 0.047, 0.082, 0.037, 0.077, 0.060, 0.067, 0.069, 0.068, 0.080, 0.075, 0.077, 0.049, 0.078, 0.087, 0.056, -0.502, 0.059, -0.117, -0.113, -0.064, 0.125, 0.121, 0.117, 0.094, 0.113, 0.095, 0.078, -0.402, 0.031, -0.117, -0.187, -0.115, 0.122, 0.116, 0.125, 0.105, 0.130, 0.108, 0.098, -0.445, -0.004, -0.146, -0.130, -0.059, 0.112, 0.120, 0.093, 0.102, 0.100, 0.126, 0.062, -0.407, 0.027, -0.168, -0.147, -0.071, 0.122, 0.120, 0.084, 0.115, 0.085, 0.135, -0.039, -0.381, -0.197, -0.196, -0.100, 0.051, 0.062, 0.070, 0.079, 0.122, 0.116, 0.111, 0.086, 0.077, 0.088, 0.016, 0.059, -0.079, -0.455, -0.183, -0.242, -0.072, 0.086, 0.078, 0.083, 0.076, 0.118, 0.126, 0.112, 0.083, 0.088, 0.086, 0.044, 0.037, -0.083, -0.391, -0.224, -0.174, -0.102, 0.043, 0.073, 0.062, 0.044, 0.129, 0.099, 0.119, 0.064, 0.070, 0.072, 0.032, 0.059], "energy_ev": -99978.6648, "gap_ev": 7.6, "charge": -1}